(1)
# C24H41ClF9NO13P2

3 unconnected molecules or ions with the total composition C24H41ClF9NO13P2 in a non-equilibrium geometry (ωB97M-V/def2-TZVPD, the Open Molecules 2025 dataset).

Results
2S+1 = 1
Molecular weight = 820.0 g mol⁻¹
HOMO level = -9.4 eV
Kohn-Sham gap = 0.278 Ha

CARTESIAN COORDINATES (ANGSTROEM)
C: 3.366 0.332 -2.494
C: 2.323 -0.249 -2.374
C: 1.139 -1.007 -1.910
C: 0.561 -0.519 -0.563
C: -0.803 -1.248 -0.368
C: -1.993 -0.549 -1.017
O: -3.086 -1.505 -1.059
C: -3.790 -1.360 -2.223
O: -3.855 -2.263 -2.999
C: 0.325 0.990 -0.731
O: -0.353 1.515 0.398
C: -0.078 2.901 0.509
O: 1.401 -0.629 0.565
C: 2.335 -1.680 0.590
C: 1.724 -3.095 0.596
C: 2.850 -4.145 0.362
N: 3.475 -4.592 1.613
C: 3.084 -1.522 1.969
Cl: 4.872 -1.488 1.768
O: 2.599 -0.387 2.633
C: 3.110 -0.288 3.940
C: 2.124 0.428 4.845
F: 1.974 1.688 4.344
F: 2.633 0.587 6.079
C: 0.670 -0.162 4.922
F: 0.165 0.192 6.142
F: -0.115 0.422 4.019
C: 0.554 -1.705 4.862
F: 1.548 -2.314 5.519
F: 0.507 -2.083 3.573
C: -0.797 -2.210 5.493
F: -1.043 -3.419 4.944
F: -0.705 -2.397 6.798
F: -1.820 -1.434 5.161
H: 4.325 0.794 -2.550
H: 0.358 -0.869 -2.666
H: 1.399 -2.066 -1.937
H: -0.778 -2.253 -0.799
H: -0.983 -1.330 0.706
H: -1.789 -0.128 -2.005
H: -2.320 0.275 -0.374
H: -4.292 -0.395 -2.394
H: 1.317 1.460 -0.752
H: -0.155 1.247 -1.684
H: 0.935 3.073 0.894
H: -0.816 3.347 1.174
H: -0.117 3.377 -0.481
H: 3.137 -1.582 -0.149
H: 1.291 -3.356 1.563
H: 1.009 -3.254 -0.208
H: 3.567 -3.808 -0.388
H: 2.338 -5.011 -0.086
H: 4.411 -4.910 1.406
H: 2.936 -5.315 2.065
H: 2.853 -2.371 2.612
H: 3.439 -1.239 4.373
H: 4.005 0.346 3.908
C: 1.454 5.533 -5.739
O: 2.595 4.792 -5.266
P: 2.798 3.206 -5.807
O: 3.876 2.846 -4.830
O: 3.366 3.760 -7.240
C: 4.568 4.524 -7.249
O: 2.526 1.704 -6.451
C: 3.561 1.135 -7.244
H: 1.531 6.544 -5.348
H: 1.443 5.573 -6.831
H: 0.529 5.085 -5.377
H: 5.156 4.359 -6.346
H: 4.333 5.586 -7.338
H: 5.148 4.218 -8.119
H: 4.541 1.335 -6.813
H: 3.516 1.512 -8.265
H: 3.384 0.061 -7.260
C: -7.140 2.165 3.148
O: -7.522 0.784 3.308
P: -6.996 -0.312 2.167
O: -7.874 -1.462 2.503
O: -5.498 -0.376 2.808
C: -5.329 -0.970 4.093
O: -6.455 -0.675 0.665
C: -5.552 -1.777 0.555
H: -7.505 2.712 4.013
H: -6.053 2.263 3.097
H: -7.591 2.586 2.249
H: -6.163 -1.623 4.348
H: -5.234 -0.190 4.851
H: -4.408 -1.552 4.071
H: -5.847 -2.599 1.207
H: -4.542 -1.459 0.787
H: -5.582 -2.117 -0.477

=====

(2)
# C58H80B2BrClF6N3O5P2S

A molecular structure, C58H80B2BrClF6N3O5P2S in a non-equilibrium geometry (ωB97M-V/def2-TZVPD, the Open Molecules 2025 dataset).

Results
2S+1 = 1
Total charge = +1
Molecular weight = 1244.3 g mol⁻¹
HOMO level = -10.3 eV
Kohn-Sham gap = 0.252 Ha

CARTESIAN COORDINATES (ANGSTROEM)
C: 1.168 2.878 1.841
C: 0.327 2.376 3.003
P: 0.442 0.574 3.334
C: -1.004 0.191 4.428
C: -0.558 0.074 5.877
C: 0.237 -0.298 1.715
C: -1.214 -0.348 1.105
B: -1.487 0.933 0.183
O: -1.940 2.057 0.897
N: -1.285 1.082 -1.236
C: 0.126 1.159 -1.655
C: -1.968 2.289 -1.754
C: -1.650 -1.842 0.798
O: -2.304 -2.218 2.011
C: -3.644 -2.644 1.890
C: -4.601 -1.511 1.575
N: -5.931 -2.100 1.420
C: -6.966 -1.094 1.269
C: -7.407 -0.356 2.536
C: -7.573 -1.231 3.754
O: -6.552 0.761 2.825
B: -2.286 -2.278 -0.627
O: -2.468 -3.631 -0.790
O: -2.761 -1.470 -1.644
C: -0.249 -2.535 0.813
Br: 0.299 -2.146 -1.134
C: -0.054 -4.062 0.904
C: -1.066 -4.932 1.657
C: -1.072 -4.823 3.182
S: -2.478 -5.784 3.845
N: 0.797 -1.727 1.602
Cl: 0.949 -2.371 3.264
P: 2.407 -1.517 0.787
C: 3.487 -0.254 1.548
C: 4.074 -0.472 2.970
C: 3.339 -3.091 0.675
C: 3.777 -3.810 1.960
H: 1.024 3.940 1.681
H: 0.939 2.394 0.894
H: 2.231 2.753 2.024
H: -0.698 2.685 2.865
H: 0.684 2.872 3.898
H: -1.469 -0.715 4.043
H: -1.735 0.986 4.314
H: -1.323 -0.456 6.438
H: 0.345 -0.523 5.941
H: -0.427 1.035 6.357
H: 0.761 0.376 1.044
H: -1.805 -0.119 1.983
H: -2.860 1.949 1.194
H: 0.466 2.184 -1.796
H: 0.823 0.655 -0.992
H: 0.239 0.673 -2.624
H: -1.473 3.205 -1.443
H: -3.007 2.305 -1.467
H: -1.890 2.261 -2.838
H: -3.938 -2.992 2.878
H: -3.822 -3.502 1.250
H: -4.374 -1.053 0.609
H: -4.583 -0.782 2.384
H: -6.125 -2.755 2.166
H: -6.677 -0.386 0.497
H: -7.851 -1.592 0.875
H: -8.386 0.079 2.316
H: -7.683 -2.276 3.489
H: -8.401 -0.921 4.372
H: -6.659 -1.170 4.342
H: -6.419 1.171 1.954
H: -3.238 -3.743 -1.375
H: -3.576 -1.022 -1.361
H: 0.925 -4.287 1.317
H: -0.020 -4.442 -0.102
H: -0.780 -5.960 1.445
H: -2.083 -4.835 1.312
H: -0.141 -5.197 3.592
H: -1.208 -3.812 3.528
H: -3.167 -4.837 4.499
H: 4.308 -0.184 0.840
H: 2.975 0.701 1.521
H: 3.654 -1.311 3.506
H: 3.880 0.403 3.577
H: 5.151 -0.585 2.910
H: 4.218 -2.875 0.077
H: 2.730 -3.787 0.109
H: 4.417 -4.652 1.716
H: 4.349 -3.183 2.627
H: 2.918 -4.233 2.463
F: 4.621 0.274 -1.091
C: 5.537 0.556 -2.058
C: 6.827 0.092 -1.910
C: 7.757 0.377 -2.899
C: 7.386 1.123 -4.009
C: 6.082 1.582 -4.133
C: 5.144 1.294 -3.153
H: 7.098 -0.482 -1.033
H: 8.771 0.016 -2.803
H: 8.113 1.347 -4.778
H: 5.795 2.167 -4.998
H: 4.120 1.636 -3.235
F: 6.533 1.958 -7.728
C: 5.226 2.125 -8.027
C: 4.526 1.080 -8.594
C: 3.183 1.256 -8.889
C: 2.562 2.469 -8.624
C: 3.286 3.509 -8.057
C: 4.628 3.338 -7.750
H: 5.030 0.145 -8.800
H: 2.620 0.444 -9.329
H: 1.515 2.604 -8.861
H: 2.806 4.457 -7.855
H: 5.209 4.135 -7.303
F: 12.029 5.098 -9.795
C: 11.020 4.752 -8.975
C: 10.040 3.898 -9.441
C: 9.003 3.540 -8.593
C: 8.955 4.045 -7.300
C: 9.948 4.906 -6.853
C: 10.993 5.261 -7.692
H: 10.094 3.522 -10.454
H: 8.233 2.868 -8.940
H: 8.142 3.766 -6.642
H: 9.910 5.303 -5.847
H: 11.781 5.925 -7.362
F: -1.713 4.063 4.298
C: -2.351 5.077 3.664
C: -2.352 5.108 2.284
C: -3.010 6.145 1.640
C: -3.646 7.133 2.379
C: -3.629 7.083 3.766
C: -2.981 6.044 4.418
H: -1.846 4.331 1.723
H: -3.027 6.182 0.559
H: -4.155 7.943 1.873
H: -4.121 7.854 4.343
H: -2.962 5.982 5.498
F: 0.542 -12.322 5.627
C: -0.102 -11.247 5.137
C: -0.261 -11.126 3.771
C: -0.929 -10.018 3.271
C: -1.420 -9.048 4.136
C: -1.245 -9.188 5.505
C: -0.586 -10.297 6.015
H: 0.134 -11.890 3.115
H: -1.069 -9.913 2.203
H: -1.938 -8.179 3.748
H: -1.623 -8.431 6.179
H: -0.446 -10.430 7.079
F: -5.374 3.318 0.519
C: -6.605 3.686 0.087
C: -7.373 2.768 -0.600
C: -8.637 3.136 -1.038
C: -9.109 4.417 -0.792
C: -8.320 5.327 -0.102
C: -7.059 4.962 0.348
H: -6.979 1.777 -0.789
H: -9.251 2.422 -1.571
H: -10.092 4.705 -1.137
H: -8.686 6.326 0.088
H: -6.434 5.655 0.895

=====

(3)
# C7H15N3

2 unconnected molecules or ions with the total composition C7H15N3 in a non-equilibrium geometry (ωB97M-V/def2-TZVPD, the Open Molecules 2025 dataset).

Results
2S+1 = 1
Molecular weight = 141.2 g mol⁻¹
HOMO level = -8.8 eV
Kohn-Sham gap = 0.353 Ha

CARTESIAN COORDINATES (ANGSTROEM)
H: -1.558 2.004 -1.166
N: -0.606 2.185 -0.860
C: -0.059 1.263 -0.177
C: 1.342 1.554 0.287
C: -0.904 0.461 1.055
C: -2.219 0.332 0.905
C: -0.256 0.176 2.378
H: 1.900 2.042 -0.509
H: 1.341 2.189 1.169
H: 1.820 0.616 0.568
H: -2.875 0.007 1.702
H: -2.690 0.454 -0.062
H: -0.960 -0.292 3.068
H: 0.607 -0.481 2.261
H: 0.092 1.099 2.843
H: -1.221 -2.229 -0.097
N: -0.205 -2.252 -0.156
C: 0.297 -1.428 -0.979
C: 1.733 -1.559 -1.397
N: -0.449 -0.564 -1.822
H: 1.795 -1.992 -2.396
H: 2.185 -0.568 -1.419
H: 2.272 -2.178 -0.687
H: 0.063 -0.119 -2.572
H: -1.445 -0.721 -1.933

=====

(4)
# C8H20BrNO2V

A molecular structure, C8H20BrNO2V in a non-equilibrium geometry (ωB97M-V/def2-TZVPD, the Open Molecules 2025 dataset).

Results
2S+1 = 2
Total charge = +2
Molecular weight = 293.1 g mol⁻¹
HOMO level (spin up / spin down) = -15.1 / -15.1 eV
Kohn-Sham gap (spin up / spin down) = 0.156 / 0.164 Ha
⟨S²⟩ = 0.953

CARTESIAN COORDINATES (ANGSTROEM)
O: 1.366 7.228 -26.112
V: 2.140 8.150 -27.118
C: 4.450 14.079 -28.717
C: 3.733 15.249 -29.369
N: 4.154 15.406 -30.873
C: 3.646 14.210 -31.586
C: 3.536 16.761 -31.397
C: 2.056 17.014 -31.518
C: 5.678 15.364 -30.995
C: 6.519 16.523 -30.303
O: 6.287 17.708 -31.050
C: 7.034 18.697 -30.431
H: 5.209 14.469 -28.039
H: 4.875 13.218 -29.233
H: 3.736 13.608 -28.041
H: 3.891 16.185 -28.833
H: 2.693 14.935 -29.281
H: 2.564 14.225 -31.456
H: 3.975 13.275 -31.134
H: 3.963 14.231 -32.629
H: 3.947 16.616 -32.396
H: 4.099 17.623 -31.041
H: 1.611 17.274 -30.558
H: 1.566 16.352 -32.232
H: 1.928 17.942 -32.075
H: 5.815 15.469 -32.071
H: 6.002 14.396 -30.612
H: 7.580 16.278 -30.254
H: 6.155 16.590 -29.277
H: 8.083 18.418 -30.329
H: 6.695 18.678 -29.395
H: 6.780 19.638 -30.919
Br: 0.052 10.987 -26.398

=====

(5)
# C5H6OS

A single C5H6OS molecule in a non-equilibrium geometry (ωB97M-V/def2-TZVPD, the Open Molecules 2025 dataset).

Results
2S+1 = 1
Molecular weight = 114.2 g mol⁻¹
HOMO level = -8.9 eV
Kohn-Sham gap = 0.356 Ha

CARTESIAN COORDINATES (ANGSTROEM)
O: -0.252 0.990 -2.147
C: -0.102 0.790 -0.974
C: 1.159 1.289 -0.167
S: 1.443 0.123 1.254
C: 0.250 -0.960 0.436
C: -1.187 -1.404 0.493
C: -0.861 -0.009 0.041
H: 1.008 2.326 0.231
H: 2.000 1.282 -0.827
H: 0.741 -1.420 -0.464
H: -1.728 -1.474 1.415
H: -1.406 -2.216 -0.184
H: -1.067 0.682 0.893

=====

(6)
# C3H4O3S

A single C3H4O3S molecule in a non-equilibrium geometry (ωB97M-V/def2-TZVPD, the Open Molecules 2025 dataset).

Results
2S+1 = 1
Molecular weight = 120.1 g mol⁻¹
HOMO level = -10.9 eV
Kohn-Sham gap = 0.346 Ha

CARTESIAN COORDINATES (ANGSTROEM)
C: -0.605 0.177 0.409
C: 0.057 -0.902 -0.387
C: 0.410 0.390 -0.635
O: 2.365 -1.019 1.078
O: 2.435 1.385 0.638
O: 2.731 -0.179 -1.259
S: 2.323 0.036 0.074
H: -1.581 0.361 0.266
H: -0.213 0.373 1.489
H: 0.098 -1.970 -0.418
H: 0.712 0.903 -1.526

=====

(7)
# C4H9O2P

A single C4H9O2P molecule in a non-equilibrium geometry (ωB97M-V/def2-TZVPD, the Open Molecules 2025 dataset).

Results
2S+1 = 1
Molecular weight = 120.1 g mol⁻¹
HOMO level = -8.9 eV
Kohn-Sham gap = 0.354 Ha

CARTESIAN COORDINATES (ANGSTROEM)
O: 0.036 -1.136 1.757
C: 0.185 -0.108 0.890
P: 0.515 1.581 1.576
C: -1.202 -0.027 -0.368
C: -0.305 -0.181 -1.610
O: 1.058 0.154 -1.270
C: 1.312 -0.493 -0.075
H: -0.853 -1.502 1.679
H: -0.891 1.990 1.895
H: 0.850 2.174 0.346
H: -1.742 0.914 -0.178
H: -1.705 -0.911 -0.362
H: -0.214 -1.296 -2.053
H: -0.637 0.615 -2.311
H: 2.233 -0.066 0.354
H: 1.361 -1.707 -0.269

=====

(8)
# C8H14N3

A gas-phase ion, C8H14N3 (charge +1) in a non-equilibrium geometry (ωB97M-V/def2-TZVPD, the Open Molecules 2025 dataset).

Results
2S+1 = 1
Total charge = +1
Molecular weight = 152.2 g mol⁻¹
HOMO level = -12.7 eV
Kohn-Sham gap = 0.360 Ha

CARTESIAN COORDINATES (ANGSTROEM)
C: 1.904 -0.680 1.367
N: 1.260 -0.502 -0.002
C: -0.066 -1.142 -0.168
C: 0.044 -2.625 -0.243
C: -1.140 -0.677 0.813
C: -1.191 -0.251 -0.606
C: -0.806 1.139 -0.750
C: 0.057 1.761 -1.622
N: 0.114 3.135 -1.343
C: -0.732 3.371 -0.346
N: -1.213 2.156 0.049
H: 1.358 -0.046 2.113
H: 1.671 -1.695 1.659
H: 2.832 -0.331 1.331
H: 1.959 -0.927 -0.727
H: 1.242 0.515 -0.216
H: 0.909 -2.993 -0.742
H: -0.832 -2.773 -0.928
H: -0.109 -3.141 0.700
H: -1.153 0.131 1.561
H: -1.784 -1.516 1.054
H: -1.930 -0.736 -1.379
H: 0.408 1.539 -2.631
H: -0.827 4.238 0.263
H: -1.975 2.053 0.794

=====

(9)
# C5H12S

A molecular structure, C5H12S in a non-equilibrium geometry (ωB97M-V/def2-TZVPD, the Open Molecules 2025 dataset).

Results
2S+1 = 1
Molecular weight = 104.2 g mol⁻¹
HOMO level = -9.0 eV
Kohn-Sham gap = 0.344 Ha

CARTESIAN COORDINATES (ANGSTROEM)
C: 2.092 -0.454 -0.553
C: 1.232 -0.200 0.706
C: -0.015 0.488 0.553
C: -1.027 -0.492 -0.119
C: -2.461 0.107 -0.090
H: 2.295 -2.041 -0.125
H: 3.293 0.325 -0.584
H: 1.318 -0.370 -1.687
H: 1.993 0.041 1.436
H: 0.792 -1.118 1.115
H: -0.239 0.907 1.643
H: 0.988 1.677 -1.036
H: -1.062 -1.372 0.646
H: -0.704 -0.740 -1.157
H: -2.462 1.331 -0.339
H: -3.067 -0.195 -1.002
H: -3.313 -0.045 0.604
S: 0.349 2.149 -0.009

=====

(10)
# C39H27Cl5FeNO2

A molecular structure, C39H27Cl5FeNO2 (ωB97M-V/def2-TZVPD, the Open Molecules 2025 dataset).

Results
2S+1 = 6
Molecular weight = 774.8 g mol⁻¹
HOMO level (spin up / spin down) = -8.9 / -8.9 eV
Kohn-Sham gap (spin up / spin down) = 0.338 / 0.300 Ha
⟨S²⟩ = 8.763

CARTESIAN COORDINATES (ANGSTROEM)
Fe: -0.297 0.200 0.678
O: -1.766 -0.824 0.794
C: -2.663 -1.460 -0.067
C: -1.857 -1.896 -1.314
C: -1.336 -0.708 -2.069
C: -1.883 -0.339 -3.289
C: -1.399 0.784 -3.938
C: -0.365 1.504 -3.364
C: 0.143 1.090 -2.144
C: 1.211 1.853 -1.419
C: 0.566 2.783 -0.350
O: -0.289 1.999 0.438
C: -0.231 3.851 -1.093
C: 0.418 4.752 -1.936
C: -0.303 5.679 -2.672
C: -1.689 5.718 -2.577
C: -2.340 4.828 -1.738
C: -1.613 3.900 -0.999
C: 1.625 3.391 0.585
C: 2.685 2.612 1.046
C: 3.573 3.098 1.994
C: 3.416 4.379 2.504
C: 2.365 5.164 2.055
C: 1.478 4.673 1.106
N: -0.347 0.008 -1.512
C: -3.787 -0.519 -0.507
C: -4.861 -1.025 -1.237
C: -5.857 -0.182 -1.705
C: -5.797 1.181 -1.441
C: -4.738 1.688 -0.706
C: -3.737 0.841 -0.242
C: -3.251 -2.653 0.689
C: -3.974 -2.381 1.849
C: -4.500 -3.407 2.613
C: -4.313 -4.730 2.226
C: -3.598 -5.010 1.075
C: -3.066 -3.975 0.311
H: -1.022 -2.505 -0.962
H: -2.478 -2.496 -1.979
H: -2.689 -0.926 -3.707
H: -1.826 1.096 -4.882
H: 0.038 2.390 -3.835
H: 1.863 1.136 -0.920
H: 1.813 2.437 -2.113
H: 1.500 4.736 -2.010
H: 0.218 6.374 -3.319
H: -2.254 6.442 -3.150
H: -3.420 4.851 -1.658
H: -2.114 3.203 -0.343
H: 2.832 1.605 0.682
H: 4.387 2.469 2.335
H: 4.104 4.759 3.247
H: 2.226 6.162 2.450
H: 0.655 5.295 0.781
H: -4.922 -2.090 -1.431
H: -6.687 -0.591 -2.268
H: -6.580 1.839 -1.797
H: -4.688 2.747 -0.487
H: -2.916 1.242 0.337
H: -4.116 -1.350 2.151
H: -5.056 -3.177 3.513
H: -4.723 -5.535 2.822
H: -3.445 -6.036 0.766
H: -2.509 -4.223 -0.583
Cl: 2.652 -1.512 0.275
C: 2.283 -0.963 1.890
C: 1.091 -0.296 2.081
C: 0.814 0.155 3.361
Cl: -0.687 1.004 3.610
C: 1.688 -0.035 4.425
Cl: 1.306 0.560 5.992
C: 2.886 -0.710 4.196
Cl: 3.989 -0.960 5.491
C: 3.191 -1.182 2.921
Cl: 4.672 -2.009 2.630

=====

(11)
# C4H5NO

A single C4H5NO molecule in a non-equilibrium geometry (ωB97M-V/def2-TZVPD, the Open Molecules 2025 dataset).

Results
2S+1 = 1
Molecular weight = 83.1 g mol⁻¹
HOMO level = -9.6 eV
Kohn-Sham gap = 0.383 Ha

CARTESIAN COORDINATES (ANGSTROEM)
C: 1.749 -1.190 0.003
C: 0.486 -0.465 0.037
C: -1.135 0.425 -0.043
C: -2.161 1.244 0.053
O: -0.844 -0.827 -0.044
N: 0.226 0.775 0.034
H: 1.666 -2.258 0.198
H: 2.227 -1.030 -0.969
H: 2.409 -0.747 0.758
H: -1.592 2.191 0.036
H: -3.030 1.881 -0.064

=====

no.,E (Ha)
1,-4013.5051
2,-7562.3045
3,-439.9015
4,-4039.2174
5,-667.4398
6,-740.4471
7,-649.5237
8,-477.1844
9,-595.6449
10,-5272.3236
11,-285.2647